# 1
Density functional theory data (ωB97M-V/def2-TZVPD) for C28H31N2O2PtSSi2 as an isolated structure at a distorted geometry.

Cartesian coordinates (Å):
Pt 0.657 0.661 0.559
S -2.348 2.282 3.364
C -2.501 3.256 1.929
C -3.463 4.217 1.637
C -3.307 4.949 0.477
C -2.200 4.753 -0.357
C -1.254 3.792 -0.071
C -1.433 3.010 1.067
N -0.559 2.030 1.541
C -0.924 1.600 2.734
C -0.089 0.573 3.329
C -0.092 0.164 4.655
C 0.834 -0.782 5.067
C 1.748 -1.307 4.165
C 1.744 -0.925 2.826
C 0.825 0.024 2.424
H -4.294 4.398 2.305
H -4.038 5.705 0.223
H -2.078 5.376 -1.233
H -0.379 3.658 -0.692
H -0.801 0.583 5.358
H 0.851 -1.101 6.100
H 2.476 -2.034 4.500
H 2.464 -1.342 2.141
C -0.364 -2.782 1.116
Si -1.596 -1.881 0.042
C -1.868 -2.890 -1.498
C -3.205 -1.667 0.977
C -1.096 -0.025 -0.303
Si -1.220 0.664 -2.128
C -1.374 -0.453 -3.610
C -2.900 1.495 -1.982
C 0.152 1.907 -2.510
H -0.626 -3.843 1.109
H -0.393 -2.437 2.149
H 0.659 -2.695 0.746
H -2.033 -3.927 -1.195
H -1.005 -2.864 -2.158
H -2.746 -2.571 -2.058
H -3.634 -2.629 1.264
H -3.950 -1.145 0.372
H -3.047 -1.088 1.891
H -1.795 0.569 0.287
H -2.311 -1.007 -3.618
H -0.553 -1.146 -3.755
H -1.394 0.239 -4.459
H -3.651 0.779 -1.636
H -3.217 1.845 -2.968
H -2.907 2.344 -1.301
H 0.697 1.567 -3.393
H 0.900 2.058 -1.726
H -0.281 2.882 -2.743
O 3.615 0.627 0.871
C 3.346 -0.140 -0.027
N 2.049 -0.268 -0.530
C 2.012 -1.264 -1.503
O 1.007 -1.637 -2.057
C 3.411 -1.742 -1.691
C 3.925 -2.678 -2.565
C 5.292 -2.929 -2.489
C 6.099 -2.267 -1.565
C 5.571 -1.321 -0.692
C 4.217 -1.072 -0.785
H 3.291 -3.194 -3.272
H 5.739 -3.652 -3.158
H 7.156 -2.495 -1.529
H 6.190 -0.805 0.029

Values from the calculation:
Energy above the lowest of the compared OMol25 structures with the same formula, charge and spin: 11.5 kJ/mol
Frontier orbital gap: 7.42 eV
E_HOMO: -11.952 eV
Lowest unoccupied orbital energy: -4.5317 eV
Charge: +1


# 2
Density functional theory data (ωB97M-V/def2-TZVPD) for one molecule with the formula C3H4N4O at a distorted geometry.

Cartesian coordinates (Å):
H -2.822 1.844 0.642
N -1.937 1.922 1.536
N -0.790 1.213 1.657
C -0.400 0.402 0.562
C 0.488 -0.447 0.985
N 1.133 -1.095 -0.200
C 0.287 -0.462 -1.201
N 0.512 -0.376 -2.451
H 1.475 -0.849 -2.489
O -0.786 0.255 -0.657
H 1.112 -0.603 1.936
H 1.728 -1.803 -0.322

Values from the calculation:
Energy above the lowest of the compared OMol25 structures with the same formula, charge and spin: 569.4 kJ/mol
Frontier orbital gap: 8.26 eV
E_HOMO: -8.690 eV
Lowest unoccupied orbital energy: -0.4317 eV
SMILES: [H]/N=N\c1c[nH]/c(=N\[H])o1


# 3
Density functional theory data (ωB97M-V/def2-TZVPD) for a 10-piece molecular cluster, C52H134N10O16 overall at a distorted geometry.

Cartesian coordinates (Å):
C 7.344 -2.186 -8.906
O 6.626 -2.628 -10.051
C 5.435 -3.256 -9.823
C 4.798 -3.839 -11.067
C 4.271 -2.706 -11.993
N 3.601 -4.698 -10.882
H 7.394 -3.084 -8.290
H 6.763 -1.505 -8.283
H 8.317 -1.796 -9.202
H 5.629 -4.108 -9.171
H 4.662 -2.734 -9.259
H 5.493 -4.485 -11.605
H 3.950 -1.850 -11.398
H 3.607 -3.030 -12.794
H 5.174 -2.316 -12.462
H 2.808 -4.079 -10.968
H 3.651 -5.262 -11.719
C 7.405 -7.572 -15.665
O 8.093 -8.078 -14.526
C 7.472 -8.906 -13.572
C 8.478 -9.608 -12.651
C 7.800 -10.816 -11.923
N 9.146 -8.646 -11.845
H 7.389 -8.175 -16.572
H 7.833 -6.601 -15.915
H 6.371 -7.353 -15.400
H 6.740 -8.299 -13.040
H 6.975 -9.729 -14.086
H 9.237 -10.089 -13.268
H 8.419 -11.603 -11.492
H 7.356 -11.359 -12.758
H 6.886 -10.439 -11.463
H 9.293 -7.895 -12.504
H 8.582 -8.354 -11.060
C 19.069 -14.291 -0.177
O 20.379 -14.398 -0.620
C 20.527 -15.416 -1.535
C 22.012 -15.496 -1.973
C 22.464 -14.362 -2.843
N 22.089 -16.793 -2.705
H 19.142 -13.699 0.735
H 18.762 -15.297 0.110
H 18.388 -13.841 -0.899
H 20.158 -16.311 -1.034
H 19.916 -15.148 -2.397
H 22.698 -15.600 -1.133
H 21.699 -13.903 -3.469
H 23.179 -14.638 -3.619
H 22.995 -13.647 -2.215
H 21.694 -16.833 -3.634
H 21.475 -17.328 -2.108
C 10.636 -2.916 -13.546
O 11.643 -1.988 -13.578
C 12.873 -2.341 -13.040
C 13.902 -1.207 -13.312
C 15.365 -1.669 -12.988
N 13.698 -0.078 -12.560
H 9.783 -2.487 -14.072
H 10.319 -3.315 -12.582
H 10.883 -3.830 -14.086
H 12.794 -2.512 -11.966
H 13.104 -3.293 -13.519
H 13.782 -1.007 -14.376
H 16.161 -0.933 -13.104
H 15.669 -2.443 -13.694
H 15.485 -2.130 -12.008
H 14.400 0.557 -12.912
H 12.881 0.332 -12.991
C 7.009 -8.777 -5.795
O 7.428 -7.730 -4.968
C 7.335 -7.986 -3.573
C 8.193 -9.156 -3.134
N 9.662 -8.899 -3.153
C 10.460 -9.742 -2.242
C 10.211 -9.515 -0.674
O 9.426 -10.563 -0.003
C 8.678 -10.128 1.120
H 7.866 -9.362 -6.129
H 6.470 -8.448 -6.683
H 6.304 -9.480 -5.351
H 6.334 -8.391 -3.419
H 7.531 -7.064 -3.026
H 7.966 -10.097 -3.635
H 7.995 -9.282 -2.070
H 10.150 -8.832 -4.034
H 11.495 -9.548 -2.524
H 10.345 -10.786 -2.534
H 9.931 -8.493 -0.419
H 11.227 -9.712 -0.333
H 8.232 -10.935 1.701
H 7.933 -9.376 0.861
H 9.366 -9.703 1.851
C 9.129 -3.699 -1.663
O 8.389 -3.646 -0.475
C 9.174 -3.337 0.636
C 8.366 -3.487 1.931
N 7.076 -2.803 1.836
C 6.437 -2.896 3.150
C 4.925 -2.572 3.006
O 4.313 -3.400 1.983
C 2.902 -3.355 2.053
H 8.448 -3.425 -2.469
H 9.565 -4.670 -1.898
H 9.967 -3.004 -1.735
H 9.473 -2.290 0.685
H 10.117 -3.883 0.621
H 8.936 -3.379 2.854
H 8.199 -4.563 1.982
H 6.426 -3.250 1.205
H 6.868 -2.265 3.927
H 6.572 -3.931 3.464
H 4.843 -1.540 2.662
H 4.509 -2.551 4.013
H 2.444 -2.474 1.603
H 2.329 -3.415 2.978
H 2.527 -4.092 1.343
C 4.747 -16.387 -7.596
O 5.761 -17.016 -8.507
C 7.078 -16.398 -8.340
C 7.886 -16.858 -7.114
N 7.425 -16.538 -5.691
C 7.910 -15.267 -5.227
C 9.403 -15.366 -4.672
O 9.641 -16.582 -3.993
C 9.151 -16.554 -2.615
H 4.856 -15.304 -7.658
H 5.013 -16.626 -6.567
H 3.718 -16.715 -7.743
H 7.244 -15.327 -8.452
H 7.634 -16.836 -9.169
H 8.962 -16.963 -7.251
H 7.586 -17.905 -7.154
H 8.034 -17.054 -5.072
H 7.243 -14.853 -4.470
H 7.793 -14.471 -5.963
H 9.607 -14.391 -4.228
H 10.023 -15.352 -5.568
H 8.146 -16.959 -2.498
H 9.386 -15.641 -2.068
H 9.835 -17.215 -2.084
C 16.739 -18.259 2.332
O 16.596 -19.089 1.140
C 17.473 -20.321 1.234
C 17.295 -21.096 -0.028
N 17.665 -20.433 -1.266
C 16.992 -21.022 -2.439
C 17.509 -20.146 -3.650
O 17.419 -18.721 -3.646
C 16.286 -18.091 -3.110
H 16.131 -17.380 2.118
H 17.762 -17.932 2.518
H 16.352 -18.778 3.209
H 17.172 -21.027 2.009
H 18.498 -20.107 1.535
H 16.316 -21.567 -0.108
H 18.000 -21.927 -0.051
H 17.464 -19.448 -1.355
H 15.905 -20.937 -2.424
H 17.291 -22.050 -2.642
H 16.980 -20.504 -4.533
H 18.573 -20.383 -3.661
H 16.030 -18.593 -2.177
H 15.498 -18.227 -3.851
H 16.583 -17.072 -2.861
C 13.799 -11.795 -4.989
O 13.073 -11.029 -5.848
C 13.815 -10.562 -6.949
C 12.944 -9.502 -7.558
N 12.695 -8.359 -6.672
C 11.995 -7.298 -7.395
C 12.819 -6.624 -8.498
O 13.877 -5.770 -8.134
C 13.605 -4.479 -7.637
H 13.333 -11.993 -4.024
H 14.788 -11.436 -4.705
H 13.862 -12.784 -5.442
H 13.928 -11.449 -7.572
H 14.790 -10.140 -6.704
H 11.962 -9.945 -7.724
H 13.447 -9.187 -8.473
H 13.573 -7.873 -6.552
H 11.753 -6.514 -6.678
H 11.134 -7.738 -7.898
H 12.084 -6.018 -9.028
H 13.227 -7.190 -9.336
H 13.037 -3.807 -8.280
H 14.508 -3.899 -7.447
H 13.169 -4.502 -6.639
C 18.820 -14.290 -8.379
O 19.226 -13.097 -8.987
C 20.477 -13.173 -9.740
C 20.328 -14.313 -10.851
N 19.286 -14.387 -11.822
C 19.446 -13.271 -12.830
C 18.101 -12.562 -13.146
O 17.401 -12.265 -11.949
C 16.438 -11.145 -12.022
H 18.622 -15.190 -8.962
H 18.049 -14.025 -7.657
H 19.758 -14.499 -7.864
H 21.382 -13.272 -9.139
H 20.674 -12.198 -10.185
H 20.290 -15.241 -10.279
H 21.338 -14.383 -11.255
H 18.421 -14.140 -11.364
H 20.056 -13.639 -13.654
H 20.176 -12.571 -12.425
H 17.469 -13.144 -13.817
H 18.311 -11.625 -13.663
H 16.711 -10.437 -11.240
H 15.448 -11.546 -11.803
H 16.531 -10.582 -12.950

Values from the calculation:
Energy above the lowest of the compared OMol25 structures with the same formula, charge and spin: 1075.9 kJ/mol
Frontier orbital gap: 8.57 eV
E_HOMO: -8.325 eV
Lowest unoccupied orbital energy: 0.2416 eV
SMILES: COC[C@H](C)N.COC[C@H](C)N.COC[C@H](C)N.COC[C@H](C)N.COCCNCCOC.COCCNCCOC.COCCNCCOC.COCCNCCOC.COCCNCCOC.COCCNCCOC


# 4
Density functional theory data (ωB97M-V/def2-TZVPD) for a 2-piece molecular cluster, C7H15IN3 overall at a distorted geometry.

Cartesian coordinates (Å):
C 2.312 1.393 -1.088
C -0.455 0.647 -0.984
C -2.962 -0.998 1.215
C 0.220 -2.285 0.798
C -1.736 -0.022 1.003
C -0.289 -1.612 -0.516
C 2.151 0.982 0.198
N 2.035 2.654 -1.551
N -0.772 -0.267 -0.174
N -0.332 1.495 -1.753
I 1.222 2.327 1.639
H 2.869 0.693 -1.703
H -2.526 -1.975 0.942
H -3.215 -0.966 2.221
H -3.887 -0.850 0.703
H -0.420 -2.219 1.591
H 0.846 -3.084 0.519
H 1.140 -1.634 1.093
H -2.055 1.013 1.014
H -0.993 -0.211 1.909
H 0.497 -1.526 -1.154
H -1.083 -2.259 -0.918
H 2.466 -0.006 0.571
H 2.555 2.812 -2.488
H 2.303 3.508 -1.001
H 0.111 2.389 -2.084

Values from the calculation:
Energy above the lowest of the compared OMol25 structures with the same formula, charge and spin: 194.4 kJ/mol
Frontier orbital gap: 9.47 eV
E_HOMO: -12.239 eV
Lowest unoccupied orbital energy: -2.7697 eV
Charge: +1


# 5
Density functional theory data (ωB97M-V/def2-TZVPD) for a 6-piece molecular cluster, C28H56Br2F2IN2O18PS5 overall at a distorted geometry.

Cartesian coordinates (Å):
C -1.710 7.793 -4.844
C -2.486 8.020 -3.520
C -1.560 8.429 -2.374
F -2.389 8.868 -1.350
C -0.679 7.274 -1.877
O -1.533 6.146 -1.794
C -0.862 4.888 -1.774
C -0.199 4.530 -3.090
C -0.957 4.549 -4.236
C -0.294 4.175 -5.380
C 1.030 3.827 -5.267
N 1.771 3.839 -4.180
C 1.130 4.200 -3.074
P -2.241 3.584 -1.581
O -3.420 4.270 -0.677
Br -1.293 1.881 -0.418
C 0.084 7.626 -0.550
I 0.551 9.771 -0.418
C -0.747 7.330 0.730
C -0.160 6.271 1.654
O 0.876 6.322 2.237
Br -1.315 4.680 1.932
N 1.404 6.907 -0.528
F 2.420 7.758 -0.998
H -1.890 8.647 -5.499
H -2.023 6.910 -5.393
H -0.639 7.804 -4.633
H -3.118 8.899 -3.676
H -3.161 7.213 -3.242
H -0.953 9.236 -2.784
H 0.099 7.160 -2.643
H -0.145 4.769 -0.949
H -2.004 4.810 -4.232
H -0.800 4.150 -6.334
H 1.526 3.505 -6.180
H 1.696 4.223 -2.147
H -3.043 5.033 -0.207
H -0.804 8.233 1.338
H -1.776 7.062 0.501
H 1.398 6.190 -1.250
C -4.081 13.831 2.570
C -5.258 12.935 2.237
O -4.899 11.886 1.318
S -4.116 10.623 1.895
C -4.327 9.576 0.498
O -4.848 10.097 3.006
O -2.731 10.955 2.020
H -3.330 13.295 3.149
H -4.413 14.690 3.154
H -3.598 14.184 1.659
H -5.700 12.509 3.140
H -6.033 13.516 1.741
H -5.386 9.364 0.374
H -3.780 8.658 0.693
H -3.924 10.072 -0.375
C -0.736 -0.130 3.026
C -0.146 -0.878 1.846
O 0.731 -1.940 2.265
S 0.074 -3.295 2.781
C 1.526 -4.283 2.731
O -0.852 -3.764 1.792
O -0.333 -3.127 4.142
H -1.426 -0.760 3.587
H -1.281 0.750 2.682
H 0.050 0.184 3.714
H -0.929 -1.267 1.192
H 0.464 -0.198 1.253
H 1.857 -4.368 1.698
H 1.268 -5.263 3.125
H 2.290 -3.819 3.350
C -3.217 -5.375 2.334
C -4.578 -5.532 2.980
O -5.266 -6.720 2.527
S -4.828 -8.119 3.140
C -6.214 -9.048 2.573
O -4.867 -8.033 4.567
O -3.655 -8.580 2.464
H -2.533 -6.153 2.672
H -2.787 -4.414 2.585
H -3.294 -5.458 1.249
H -4.502 -5.533 4.068
H -5.216 -4.695 2.702
H -7.111 -8.664 3.050
H -6.049 -10.085 2.856
H -6.277 -8.958 1.492
C 4.595 -7.942 -0.528
C 3.551 -8.695 -1.326
O 2.213 -8.433 -0.857
S 1.525 -7.062 -1.282
C -0.118 -7.483 -0.809
O 1.593 -6.930 -2.705
O 1.998 -6.019 -0.425
H 4.524 -6.868 -0.699
H 5.597 -8.266 -0.813
H 4.459 -8.108 0.541
H 3.629 -8.472 -2.391
H 3.705 -9.767 -1.210
H -0.459 -8.310 -1.426
H -0.740 -6.606 -0.972
H -0.123 -7.755 0.244
C 7.203 -11.563 1.577
C 8.658 -11.335 1.217
O 8.943 -11.699 -0.148
S 8.511 -10.684 -1.296
C 9.443 -11.416 -2.599
O 9.048 -9.392 -1.000
O 7.117 -10.858 -1.568
H 6.551 -10.875 1.039
H 7.050 -11.411 2.646
H 6.896 -12.575 1.314
H 8.955 -10.301 1.400
H 9.293 -11.967 1.834
H 10.500 -11.327 -2.365
H 9.210 -10.871 -3.511
H 9.150 -12.458 -2.697

Values from the calculation:
Energy above the lowest of the compared OMol25 structures with the same formula, charge and spin: 0.0 kJ/mol
Frontier orbital gap: 8.68 eV
E_HOMO: -9.210 eV
Lowest unoccupied orbital energy: -0.5286 eV
SMILES: CC[C@@H](F)[C@H](O[C@H](c1cccnc1)P(O)Br)[C@@](I)(CC(=O)Br)NF.CCOS(C)(=O)=O.CCOS(C)(=O)=O.CCOS(C)(=O)=O.CCOS(C)(=O)=O.CCOS(C)(=O)=O


# 6
Density functional theory data (ωB97M-V/def2-TZVPD) for one molecule with the formula C2H3N2OP at a distorted geometry.

Cartesian coordinates (Å):
C 1.403 1.003 -0.385
C -0.994 -0.697 0.717
N 0.024 1.242 1.492
N -0.604 0.284 1.320
O 0.680 0.280 -1.167
P 0.292 -1.261 -0.667
H 1.342 1.960 -0.766
H -1.750 -1.321 1.289
H -0.393 -1.490 -1.834

Values from the calculation:
Energy above the lowest of the compared OMol25 structures with the same formula, charge and spin: 545.4 kJ/mol
Frontier orbital gap: 8.17 eV
E_HOMO: -8.465 eV
Lowest unoccupied orbital energy: -0.2925 eV